No. 1
C7H7ClN2S | wB97M-V/def2-TZVPD

As for the max |F|: 4.278 eV Å⁻¹. The orbital gap comes out at 0.3231 Ha. Its electronic energy is -33708.2700 eV. Its LUMO energy is 0.2 eV. Its HOMO energy is -8.6154 eV. As for the relative energy (zero: lowest compared OMol25 entry of this formula, charge and spin): 52.6 kcal per mole.

```
18
C7H7ClN2S | OMol25 | wB97M-V/def2-TZVPD
H -3.34 -0.73 3.13
N -2.44 -0.21 3.27
C -1.50 -0.02 2.46
N -0.45 0.93 2.67
S -1.32 -1.15 0.81
C -0.20 -0.60 -0.45
C -0.36 0.76 -0.93
C 0.46 1.16 -1.92
C 1.29 0.24 -2.57
Cl 2.68 0.86 -3.54
C 1.55 -1.01 -2.15
C 0.85 -1.45 -0.99
H 0.61 0.47 2.58
H -0.36 1.28 3.63
H -1.24 1.30 -0.40
H 0.37 2.22 -2.28
H 2.50 -1.54 -2.65
H 0.89 -2.51 -0.68
```


No. 2
C7H7F | wB97M-V/def2-TZVPD

As for the max |F|: 6.550 eV Å⁻¹. The orbital gap comes out at 0.3538 Ha. Its electronic energy is -10083.8907 eV. Its LUMO energy is 0.3 eV. Its HOMO energy is -9.2976 eV. As for the relative energy (zero: lowest compared OMol25 entry of this formula, charge and spin): 129.4 kcal per mole.

```
15
C7H7F | OMol25 | wB97M-V/def2-TZVPD
C 1.30 -0.89 4.14
C 0.92 -0.50 3.06
C 0.56 0.14 1.89
C 0.17 0.46 0.71
C -0.21 0.78 -0.73
C -1.68 0.43 -1.23
C 0.68 -0.22 -1.69
F 0.02 2.09 -0.85
H 1.12 -1.68 5.06
H -2.41 1.05 -0.69
H -1.74 -0.68 -1.22
H -1.68 0.36 -2.43
H 0.32 -0.15 -2.83
H 1.85 0.02 -1.86
H 0.78 -1.21 -1.34
```


No. 3
C7H7F3O2P2S | wB97M-V/def2-TZVPD

As for the max |F|: 2.194 eV Å⁻¹. The orbital gap (spin up / spin down) comes out at 0.2583 / 0.2582 Ha. Its electronic energy is -49030.3987 eV. Its LUMO energy (spin up / spin down) is -2.0 / -2.0 eV. Its HOMO energy (spin up / spin down) is -9.0229 / -9.0223 eV. As for the relative energy (zero: lowest compared OMol25 entry of this formula, charge and spin): 0.0 kcal per mole.

```
22
C7H7F3O2P2S | OMol25 | wB97M-V/def2-TZVPD
C 2.57 -1.26 1.36
C 2.61 -0.44 0.24
C 1.43 -2.00 1.64
C 1.51 -0.35 -0.59
C 0.33 -1.91 0.82
C 0.35 -1.08 -0.31
C -2.57 1.84 0.99
O 0.07 1.90 0.51
O -1.39 2.72 -1.30
F -2.59 0.60 1.51
F -3.73 2.04 0.37
F -2.43 2.72 1.97
P -0.61 0.37 -2.87
P -1.19 -0.93 -1.24
S -1.12 1.74 -0.28
H 3.43 -1.32 2.01
H 3.49 0.15 0.03
H 1.40 -2.64 2.51
H 1.55 0.30 -1.45
H -0.57 -2.47 1.04
H -0.61 -0.66 -3.82
H -1.94 0.67 -3.14
```


No. 4
C7H7FIN | wB97M-V/def2-TZVPD

As for the max |F|: 3.821 eV Å⁻¹. The orbital gap (spin up / spin down) comes out at 0.2965 / 0.2529 Ha. Its electronic energy is -19676.3360 eV. Its LUMO energy (spin up / spin down) is -0.2 / -1.5 eV. Its HOMO energy (spin up / spin down) is -8.2822 / -8.3595 eV. As for the relative energy (zero: lowest compared OMol25 entry of this formula, charge and spin): 10.2 kcal per mole.

```
17
C7H7FIN | OMol25 | wB97M-V/def2-TZVPD
C -1.31 -1.92 0.33
C -1.89 -0.82 -0.38
C -0.19 -1.60 1.05
C -1.41 0.43 -0.38
C 0.35 -0.29 1.17
C -0.29 0.82 0.55
C 2.38 1.20 -1.53
N 0.11 2.02 0.78
F 1.52 0.40 -2.25
I 3.80 0.21 -0.45
H -1.84 -2.81 0.36
H -2.56 -1.10 -1.19
H 0.48 -2.47 1.53
H -1.92 1.23 -0.86
H 1.34 -0.09 1.76
H 2.01 2.07 -1.00
H -0.57 2.72 0.49
```